[1]
The following is a quantum chemistry calculation of C42H34AsN3O2PPd as an isolated structure at a distorted geometry, from OMol25.

Structure (XYZ):
```
84
Properties=species:S:1:pos:R:3:forces:R:3
Pd -0.325047 1.910906 -0.188267 -0.1 0.1 -0.6
O 1.008330 9.068148 -0.127161 -0.2 0.0 -0.3
C -0.137475 8.574044 -0.124054 0.1 0.2 1.0
O -1.253073 9.103473 0.055915 0.1 0.0 -0.4
C -0.169373 7.037942 -0.194045 0.0 -0.2 -0.3
C -1.364361 6.342657 -0.200530 -0.1 0.0 0.0
C -1.353226 4.958252 -0.272906 -0.2 -0.2 0.0
N -0.224033 4.240544 -0.346814 -0.2 0.1 0.2
C 0.932961 4.908673 -0.318897 0.2 -0.2 0.0
C 0.994287 6.292994 -0.245570 0.1 0.1 0.0
C 2.194184 4.099001 -0.336859 -0.3 0.1 0.0
C 3.394116 4.668206 -0.760344 0.1 0.0 0.0
C 4.553199 3.918162 -0.696892 0.0 0.0 0.0
C 4.485313 2.619806 -0.215021 0.0 0.0 0.0
C 3.245372 2.126656 0.151405 -0.1 -0.1 0.0
N 2.122126 2.835943 0.084522 0.0 0.1 0.1
C -2.649898 4.214762 -0.254092 0.2 0.0 0.0
C -3.779239 4.743590 -0.872883 -0.1 0.0 0.0
C -4.971178 4.042062 -0.805458 0.0 0.1 -0.1
C -5.002924 2.834928 -0.127851 0.0 0.0 0.0
C -3.825622 2.379268 0.441908 0.1 0.0 0.0
N -2.676137 3.044019 0.385454 0.0 0.0 0.1
H -2.280720 6.912181 -0.115992 0.0 0.0 0.0
H 1.928277 6.835674 -0.207011 0.0 0.0 0.0
H 3.409787 5.680062 -1.139865 0.0 0.0 0.0
H 5.494999 4.342465 -1.023729 0.0 0.0 0.0
H 5.364317 1.993573 -0.135933 0.0 0.0 0.0
H 3.139948 1.106173 0.504192 0.0 0.0 0.0
H -3.713021 5.685136 -1.401638 0.0 0.0 0.0
H -5.861551 4.431996 -1.283396 0.0 0.0 0.0
H -5.909287 2.248411 -0.050322 0.0 0.0 0.0
H -3.795351 1.426147 0.961080 0.0 0.0 0.0
C 0.989095 -2.349692 -0.312441 0.0 0.0 -0.2
C 1.057487 -2.883902 -1.738810 0.0 0.1 0.1
As 1.217613 -4.830818 -1.993555 0.0 0.0 0.0
C -0.462250 -5.407855 -1.189310 0.0 0.0 0.0
C -0.580835 -6.719616 -0.730755 -0.1 0.0 0.1
C -1.787067 -7.188919 -0.226483 0.0 0.0 0.0
C -2.898638 -6.355757 -0.191669 0.0 0.0 0.0
C -2.795663 -5.055847 -0.665986 0.1 0.0 0.0
C -1.584667 -4.584846 -1.163367 -0.1 -0.1 0.1
C 2.442388 -5.163029 -0.510048 0.1 0.0 0.0
C 2.052522 -5.409729 0.803433 0.1 0.0 0.1
C 3.006314 -5.547932 1.806394 0.0 0.0 -0.1
C 4.358466 -5.432185 1.508830 0.0 0.0 0.0
C 4.755461 -5.182811 0.201540 -0.1 0.0 0.0
C 3.801158 -5.056956 -0.801126 0.0 -0.1 0.1
P 0.847683 -0.471068 -0.334347 0.2 -0.4 0.2
C -0.834874 -0.242058 -0.963880 -0.1 0.3 0.2
C -1.952659 -0.977556 -0.479763 0.0 0.2 0.0
C -3.206493 -0.783061 -0.999655 0.0 0.0 -0.1
C -3.417863 0.178101 -2.013420 0.0 -0.1 0.1
C -2.366789 0.918110 -2.481623 0.1 0.1 0.1
C -1.060451 0.725086 -1.971426 0.0 0.0 0.0
C 0.636720 -0.260883 1.494675 -0.1 0.1 0.0
C 1.636914 -0.705086 2.362052 0.1 0.0 0.0
C 1.570653 -0.458370 3.727730 -0.1 0.0 -0.1
C 0.503656 0.258626 4.256131 0.0 0.0 0.0
C -0.494168 0.718612 3.408520 0.1 0.0 -0.1
C -0.432328 0.460200 2.041810 0.0 -0.2 0.2
H 1.911909 -2.595406 0.218779 0.0 0.0 0.0
H 0.170374 -2.803035 0.252773 0.0 0.0 0.0
H 1.922888 -2.465701 -2.257471 0.0 0.0 0.0
H 0.186449 -2.579167 -2.325428 0.0 0.1 0.0
H 0.277724 -7.381354 -0.755761 0.0 0.0 0.0
H -1.859129 -8.206910 0.136883 0.0 0.0 0.0
H -3.840100 -6.719864 0.200950 0.0 0.0 0.0
H -3.656479 -4.398057 -0.647357 0.0 0.0 0.0
H -1.530272 -3.566952 -1.523909 0.0 0.1 0.0
H 1.001288 -5.476450 1.055688 0.0 0.0 0.0
H 2.688750 -5.733208 2.825526 0.0 0.0 0.0
H 5.099115 -5.532110 2.292699 0.0 0.0 0.0
H 5.807512 -5.090395 -0.039554 0.0 0.0 0.0
H 4.122234 -4.873064 -1.820597 0.0 0.0 0.0
H -1.808295 -1.695277 0.320815 0.0 0.0 0.0
H -4.041708 -1.367045 -0.627729 0.0 0.0 0.0
H -4.412740 0.337091 -2.412072 0.0 0.0 0.0
H -2.528906 1.668238 -3.246021 0.0 0.0 0.0
H -0.224525 1.168645 -2.498833 0.1 0.0 -0.1
H 2.489215 -1.249945 1.967207 0.0 0.0 0.0
H 2.359370 -0.818623 4.377693 0.0 0.0 0.0
H 0.456201 0.461230 5.319690 0.0 0.0 0.0
H -1.323581 1.293099 3.803949 0.0 0.0 0.0
H -1.244377 0.807640 1.399676 0.0 -0.1 0.2
```
Positions in Å, forces in eV/Å.

HOMO-LUMO gap: 0.24459 Eh
largest force on an atom: 1.1 eV Å⁻¹
calculated total energy: -4640.72163 a.u.
total charge: -1
2S+1: 1
E_HOMO: -4.45 eV
LUMO level: 2.20 eV



[2]
The following is a quantum chemistry calculation of C42H34Cl4N9O9Tl as an isolated structure at a distorted geometry, from OMol25.

Structure (XYZ):
```
99
Properties=species:S:1:pos:R:3:forces:R:3
Tl -1.310802 -0.464631 3.101202 -0.2 -0.2 0.0
Cl -3.377847 6.615830 1.511205 -0.6 -0.5 0.1
C -3.988045 5.107649 2.095265 -0.8 -0.1 -1.4
C -4.146599 4.957927 3.521331 1.3 -1.9 2.2
Cl -4.458842 6.279283 4.549539 0.2 0.3 -0.4
C -3.864132 3.729009 4.098571 -0.4 1.8 -0.3
Cl -3.468616 3.587164 5.761416 -0.3 -0.3 -0.3
C -3.829705 2.549456 3.243213 1.7 -2.5 0.9
O -3.288432 1.485975 3.615716 -1.8 2.7 -1.3
C -4.554046 2.741264 1.889002 -3.0 -2.6 -0.7
O -5.339826 1.855958 1.473191 2.8 2.8 1.1
C -4.415420 4.090829 1.285536 0.7 0.9 1.0
Cl -4.857346 4.386939 -0.301925 0.1 -0.3 -0.9
N 1.041091 -1.467454 2.811890 1.7 -1.7 1.8
C 1.606573 -2.169083 3.588637 -2.4 3.3 -2.7
N 2.186675 -2.991072 4.371864 1.3 -1.6 0.5
C 2.359993 -4.325147 3.779727 -0.1 -0.8 -1.1
C 3.400274 -5.188793 4.539909 -1.2 0.3 0.6
C 3.362421 -4.973876 6.091905 0.0 -1.2 -0.5
C 3.484588 -3.498914 6.416836 1.5 -0.1 0.0
C 2.352849 -2.749150 5.801201 -1.7 0.6 1.4
H 2.725389 -4.205716 2.716490 -0.3 0.1 1.1
H 1.354736 -4.801311 3.641782 0.7 0.1 0.6
H 4.351748 -4.928199 4.114279 0.7 0.1 0.2
H 3.199370 -6.229201 4.280124 0.1 0.0 0.1
H 4.140799 -5.603753 6.582900 -0.4 0.5 -0.4
H 2.390657 -5.364733 6.483529 0.5 0.3 -0.3
H 4.470968 -3.083438 6.058774 -0.8 -0.5 0.2
H 3.488236 -3.349413 7.505842 -0.2 0.1 -0.3
H 2.421161 -1.671749 5.958441 0.2 -0.4 -0.2
H 1.395764 -3.000464 6.368532 0.9 -0.1 -0.8
O 1.840195 -0.008663 5.743200 -0.1 1.1 0.3
C 0.792552 0.559410 5.424413 -0.2 -1.3 -0.6
O -0.351168 -0.016958 5.296765 0.7 1.1 -0.2
C 0.920108 2.035241 5.062879 0.9 -0.6 0.7
C 0.669003 2.508065 3.790666 0.2 2.2 0.1
C 0.708081 3.919022 3.577776 -0.6 -1.6 0.4
C 0.774764 4.872282 4.595010 0.9 -1.7 -1.3
C 1.274385 4.297495 5.730125 0.4 -1.4 1.6
C 1.501538 2.901143 5.992546 -2.1 1.6 -1.3
N 1.489556 5.152872 6.873807 0.3 0.3 2.2
O 1.773800 4.571032 7.946197 -0.4 1.7 -1.6
O 1.340025 6.363597 6.733483 0.3 -1.2 0.4
N 0.554616 4.347372 2.209524 -0.8 -0.7 -0.3
O 0.543761 5.551549 2.009487 0.0 -0.9 -0.8
O 0.395861 3.417521 1.400142 0.3 2.1 -0.1
H 0.532756 1.887390 2.923008 -0.2 -0.2 0.1
H 0.587869 5.908954 4.398777 0.1 0.2 0.3
H 1.856765 2.580851 6.955541 0.1 0.0 0.0
C 3.423080 -2.345035 -4.249278 0.9 -1.0 1.1
N 2.168146 -2.481495 -3.541922 -0.4 0.5 -0.4
N 1.500833 -1.469078 -2.819141 0.7 0.5 -0.6
C 0.412750 -2.003298 -2.182575 -1.4 -0.7 0.3
O -0.406927 -1.344867 -1.541769 0.1 0.0 0.1
C 0.399599 -3.398656 -2.514353 1.6 -0.6 -1.4
C 1.465921 -3.638289 -3.400181 -1.4 1.1 2.3
C 1.899862 -4.867768 -4.087888 -1.0 -1.3 0.4
C 1.882228 -0.108766 -2.684823 0.7 0.9 1.5
C 2.528096 0.627969 -3.658356 -0.2 -0.8 -0.3
C 3.186566 1.806664 -3.335046 1.3 1.4 -0.2
C 3.254296 2.281113 -2.045925 -0.9 -0.9 1.3
C 2.411642 1.649299 -1.050017 0.4 1.7 -0.6
C 1.707283 0.530340 -1.378248 -0.8 -1.6 -1.0
H 3.350336 -2.832469 -5.217579 -0.1 0.3 -0.2
H 4.240501 -2.879977 -3.696931 -0.6 0.3 -0.3
H 3.746232 -1.321294 -4.304163 -0.1 0.2 -0.2
H -0.302967 -4.121797 -2.141977 -0.1 0.0 -0.1
H 1.152543 -5.711170 -3.986410 0.8 1.1 0.2
H 2.869200 -5.237323 -3.757342 0.1 0.1 0.0
H 1.935122 -4.645706 -5.127516 0.3 0.0 -1.1
H 2.634678 0.262303 -4.672022 -0.3 0.0 0.0
H 3.743294 2.377407 -4.115865 -0.5 -0.7 0.6
H 3.946550 3.063757 -1.737120 -0.5 0.1 -0.3
H 2.202907 2.189630 -0.093868 0.4 -0.8 -0.8
H 0.925959 0.073931 -0.741128 0.9 0.4 -0.2
N -3.403405 -1.114894 -6.083780 -0.2 -1.3 0.1
C -2.959520 -0.773991 -7.348741 -0.5 0.4 -0.5
C -2.859439 -1.549880 -8.526759 0.9 0.9 0.0
C -2.200328 -0.932130 -9.600389 -0.1 0.6 0.6
C -1.800279 0.443685 -9.499022 0.1 -1.1 -0.2
C -1.990713 1.207306 -8.353790 0.1 0.9 0.1
C -2.577199 0.610334 -7.233757 0.1 -2.2 0.1
N -2.687762 0.999105 -5.902706 -0.3 -0.5 0.0
C -3.165805 -0.057180 -5.260280 0.7 0.5 -0.9
C -3.349275 -0.154700 -3.822720 -1.7 0.6 1.7
C -4.376097 -0.951829 -3.224395 1.1 0.4 -0.8
C -4.637781 -0.797885 -1.863934 0.2 -0.9 -1.2
N -4.019810 0.071208 -1.116116 0.9 0.9 1.0
C -3.050474 0.835340 -1.655976 -0.9 -0.3 0.3
C -2.695954 0.773021 -2.979897 0.6 -0.1 -1.2
H -3.732315 -2.044277 -5.758600 0.5 1.2 -0.5
H -3.143114 -2.596377 -8.565839 -0.1 0.1 0.1
H -1.933227 -1.487507 -10.518128 -0.4 0.4 0.7
H -1.244155 0.803355 -10.366255 -0.3 0.4 0.4
H -1.690335 2.270908 -8.260007 0.0 -0.9 -0.3
H -4.967013 -1.681792 -3.790870 0.3 0.4 0.1
H -5.327016 -1.501622 -1.411447 -0.2 0.3 0.3
H -2.591454 1.562282 -0.993266 0.1 -0.1 0.0
H -1.913313 1.442728 -3.401136 -0.7 -0.6 0.4
```
Positions in Å, forces in eV/Å.

HOMO-LUMO gap: 0.20278 Eh
largest force on an atom: 4.9 eV Å⁻¹
calculated total energy: -4803.78175 a.u.
2S+1: 1
E_HOMO: -7.89 eV
LUMO level: -2.38 eV



[3]
The following is a quantum chemistry calculation of C42H34N2O4P2PdSi as an isolated structure, from OMol25.

Structure (XYZ):
```
86
Properties=species:S:1:pos:R:3:forces:R:3
Pd 0.973027 0.081452 -0.455141 -0.2 0.5 0.1
C 0.383868 2.177728 -3.628338 0.0 0.0 0.0
Si -0.163164 1.017540 -2.196512 0.2 -0.1 0.0
C -1.476315 2.160095 -1.326318 -0.1 0.1 0.0
C -2.492704 2.770284 -2.071902 0.0 0.0 -0.1
C -3.420853 3.628677 -1.509827 0.0 0.0 0.0
C -3.350662 3.916895 -0.151056 0.0 0.0 0.0
C -2.363171 3.323967 0.615651 0.0 0.0 0.1
C -1.441124 2.440257 0.049416 0.2 -0.1 -0.1
P -0.149735 1.599825 1.082784 0.1 -0.2 0.0
C -1.145385 0.441429 2.124232 0.0 0.1 0.0
C -2.528827 0.466086 2.266578 0.0 0.0 0.0
C -3.187880 -0.510069 3.003355 0.0 0.0 0.0
C -2.469888 -1.523466 3.620448 0.0 0.0 0.0
C -1.088186 -1.554182 3.491940 0.0 0.0 0.0
C -0.435454 -0.587140 2.742202 0.1 0.0 0.1
C 0.112236 2.966226 2.325537 0.0 -0.3 -0.1
C 0.518379 4.219525 1.862844 0.1 0.1 -0.1
C 0.858071 5.236861 2.737610 0.0 0.0 0.0
C 0.814119 5.025208 4.110835 0.0 0.0 0.0
C 0.424698 3.781534 4.587781 0.0 0.0 0.0
C 0.079205 2.766153 3.705418 0.0 0.0 0.1
C -1.323228 -0.221313 -3.108580 -0.1 -0.1 0.1
C -1.816303 -0.033818 -4.398217 0.0 0.1 -0.1
C -2.605024 -0.980912 -5.041040 0.0 0.0 0.0
C -2.923904 -2.156213 -4.385802 0.0 0.0 0.0
C -2.437356 -2.379462 -3.101911 0.0 0.0 0.0
C -1.634716 -1.438191 -2.464195 0.1 0.1 0.1
P -0.968002 -1.691185 -0.738017 0.0 -0.1 -0.1
C -1.991081 -3.216241 -0.310731 0.0 0.2 0.0
C -1.609206 -4.544661 -0.490732 0.1 0.0 0.0
C -2.439033 -5.588005 -0.101981 0.0 0.0 0.0
C -3.674467 -5.323650 0.473280 0.0 0.0 0.0
C -4.067685 -4.005200 0.667013 0.0 0.0 0.0
C -3.226269 -2.970032 0.288751 -0.1 0.0 0.0
C 0.621236 -2.568675 -1.014078 0.1 0.0 -0.2
C 1.326751 -2.997935 0.106361 0.1 0.0 0.1
C 2.548958 -3.649883 -0.025851 -0.1 0.0 0.0
C 3.064415 -3.908971 -1.282535 0.0 0.0 0.0
C 2.357515 -3.500810 -2.412883 0.1 0.0 0.0
C 1.156268 -2.833430 -2.280553 -0.1 0.0 0.0
H -0.430936 2.684838 -4.157601 -0.1 0.0 0.0
H 0.963770 1.610401 -4.360901 0.0 0.0 0.0
H 1.044115 2.952710 -3.230534 0.0 0.0 0.0
H -2.554934 2.558197 -3.135737 0.0 0.0 0.0
H -4.194391 4.074892 -2.126151 0.0 0.0 0.0
H -4.061318 4.595280 0.308517 0.0 0.0 0.0
H -2.303057 3.553010 1.673724 0.0 0.0 0.0
H -3.109907 1.230991 1.769079 0.0 0.0 0.0
H -4.269262 -0.482999 3.079130 0.0 0.0 0.0
H -2.984388 -2.299428 4.175236 0.0 0.0 0.0
H -0.510289 -2.349721 3.947410 0.0 0.0 0.0
H 0.640209 -0.650256 2.601038 0.0 0.0 0.0
H 0.562836 4.410229 0.795282 0.0 -0.1 0.0
H 1.163456 6.198522 2.340657 0.0 0.0 0.0
H 1.085014 5.818453 4.797332 0.0 0.0 0.0
H 0.386237 3.588807 5.653960 0.0 0.0 0.0
H -0.221753 1.806754 4.108145 0.0 0.0 -0.1
H -1.573005 0.882921 -4.926197 0.0 0.0 0.0
H -2.963667 -0.795490 -6.048583 0.0 0.0 0.0
H -3.538787 -2.909512 -4.866849 0.0 0.0 0.0
H -2.683332 -3.311414 -2.611875 0.0 0.0 0.0
H -0.650374 -4.768304 -0.942974 0.0 0.0 0.0
H -2.119312 -6.613343 -0.251593 0.0 0.0 0.0
H -4.322051 -6.138332 0.777266 0.0 0.0 0.0
H -5.023819 -3.780373 1.126285 0.0 0.0 0.0
H -3.524213 -1.942044 0.472522 0.0 0.0 0.0
H 0.941880 -2.793844 1.099338 0.0 0.0 0.0
H 3.106272 -3.908376 0.864645 0.0 0.0 0.0
H 4.024559 -4.399647 -1.386253 0.0 0.0 0.0
H 2.763745 -3.680461 -3.401957 0.0 0.0 0.0
H 0.627835 -2.482294 -3.158796 0.0 0.0 0.0
O 7.385356 0.211022 1.495999 0.0 0.0 -0.1
C 7.221623 1.296810 0.823476 -0.1 0.1 0.4
O 8.108693 2.106622 0.560148 0.0 -0.1 -0.2
C 5.813925 1.611721 0.405469 0.1 0.1 -0.1
C 5.455622 2.757602 -0.266162 0.1 0.0 -0.1
N 4.119385 2.705296 -0.437800 0.0 -0.1 0.1
N 3.572397 1.605961 0.080338 -0.1 -0.1 0.0
C 4.581523 0.925631 0.595233 0.0 -0.2 0.0
C 4.292524 -0.404823 1.248143 0.0 0.2 -0.1
O 5.308254 -0.981145 1.805816 0.0 0.0 0.0
O 3.157408 -0.855891 1.221403 0.0 0.0 0.1
H 6.321077 -0.401780 1.656968 -0.1 0.0 0.0
H 6.061150 3.573211 -0.622020 0.0 0.0 0.0
H 3.520803 3.353297 -0.916412 0.0 0.0 0.0
```
Positions in Å, forces in eV/Å.

HOMO-LUMO gap: 0.16527 Eh
largest force on an atom: 0.5 eV Å⁻¹
calculated total energy: -3131.57919 a.u.
total charge: -2
2S+1: 1
E_HOMO: -0.20 eV
LUMO level: 4.30 eV